A 9-piece molecular cluster, C26H71F3NO32P7 overall, computed with ωB97M-V/def2-TZVPD.

Last column: Löwdin charge in e.
Geometry (Å):
C (-15.186, -13.886, 32.591)  -0.03
C (-15.074, -14.657, 33.897)  -0.21
O (-14.029, -14.189, 34.752)  0.05
C (-12.809, -14.622, 34.509)  -0.41
O (-12.462, -15.381, 33.652)  0.17
C (-11.811, -14.075, 35.554)  -0.55
F (-10.855, -13.384, 34.933)  0.17
F (-12.380, -13.287, 36.458)  0.17
F (-11.224, -15.082, 36.196)  0.17
H (-15.346, -12.828, 32.797)  0.08
H (-16.006, -14.277, 31.993)  0.07
H (-14.250, -13.980, 32.038)  0.08
H (-14.940, -15.720, 33.700)  0.11
H (-16.010, -14.578, 34.445)  0.10
C (-11.542, -18.077, 37.683)  -0.08
O (-12.816, -18.411, 38.242)  -0.20
P (-13.939, -17.317, 38.369)  0.32
O (-15.174, -17.837, 38.943)  -0.21
O (-13.215, -16.197, 39.219)  -0.20
C (-13.877, -14.933, 39.391)  -0.08
O (-14.045, -16.649, 36.939)  -0.22
C (-14.548, -17.448, 35.853)  -0.06
H (-11.485, -18.469, 36.663)  0.09
H (-10.796, -18.630, 38.250)  0.09
H (-11.344, -17.009, 37.661)  0.07
H (-14.602, -14.738, 38.601)  0.06
H (-13.111, -14.160, 39.401)  0.09
H (-14.375, -14.914, 40.361)  0.09
H (-14.731, -18.489, 36.115)  0.09
H (-13.804, -17.385, 35.059)  0.09
H (-15.483, -17.027, 35.492)  0.07
C (-19.909, -19.017, 32.671)  -0.10
O (-19.921, -17.900, 31.795)  -0.19
P (-18.553, -17.171, 31.511)  0.32
O (-17.582, -17.913, 30.718)  -0.22
O (-19.113, -15.844, 30.851)  -0.20
C (-18.337, -15.179, 29.861)  -0.10
O (-17.957, -16.729, 32.902)  -0.21
C (-18.690, -15.865, 33.767)  -0.09
H (-19.412, -19.887, 32.237)  0.09
H (-20.940, -19.244, 32.933)  0.09
H (-19.399, -18.845, 33.625)  0.07
H (-18.767, -15.319, 28.868)  0.09
H (-17.306, -15.531, 29.837)  0.08
H (-18.358, -14.105, 30.059)  0.08
H (-18.518, -16.137, 34.810)  0.09
H (-19.758, -15.886, 33.560)  0.09
H (-18.348, -14.832, 33.715)  0.05
C (-21.875, -10.960, 35.694)  -0.08
O (-20.668, -11.686, 35.956)  -0.20
P (-20.048, -12.544, 34.793)  0.30
O (-20.909, -13.606, 34.289)  -0.20
O (-18.708, -13.047, 35.443)  -0.22
C (-17.625, -12.141, 35.668)  -0.07
O (-19.638, -11.448, 33.721)  -0.21
C (-19.123, -11.896, 32.465)  -0.08
H (-21.651, -9.895, 35.701)  0.09
H (-22.579, -11.143, 36.507)  0.09
H (-22.374, -11.262, 34.774)  0.09
H (-16.982, -12.079, 34.787)  0.09
H (-17.015, -12.497, 36.489)  0.06
H (-17.950, -11.124, 35.897)  0.09
H (-19.806, -11.556, 31.687)  0.10
H (-19.056, -12.983, 32.413)  0.07
H (-18.142, -11.464, 32.276)  0.09
C (-15.294, -15.167, 44.832)  -0.09
O (-16.463, -15.912, 44.466)  -0.22
P (-17.912, -15.263, 44.510)  0.31
O (-18.071, -14.311, 45.605)  -0.22
O (-18.856, -16.506, 44.476)  -0.20
C (-18.515, -17.669, 45.244)  -0.08
O (-18.191, -14.715, 43.070)  -0.20
C (-17.233, -13.937, 42.354)  -0.07
H (-14.596, -15.185, 43.996)  0.09
H (-14.810, -15.643, 45.682)  0.09
H (-15.562, -14.141, 45.071)  0.08
H (-19.328, -18.379, 45.156)  0.09
H (-18.344, -17.392, 46.287)  0.09
H (-17.583, -18.104, 44.881)  0.08
H (-16.516, -13.487, 43.039)  0.08
H (-17.761, -13.146, 41.824)  0.10
H (-16.732, -14.543, 41.599)  0.07
C (-17.747, -21.116, 38.676)  -0.07
O (-18.687, -21.027, 37.597)  -0.20
P (-18.165, -20.752, 36.153)  0.32
O (-17.654, -19.411, 35.875)  -0.21
O (-17.157, -21.947, 35.903)  -0.21
C (-16.458, -22.018, 34.663)  -0.08
O (-19.411, -21.086, 35.232)  -0.21
C (-19.993, -22.397, 35.295)  -0.08
H (-16.969, -20.355, 38.571)  0.09
H (-17.278, -22.098, 38.702)  0.09
H (-18.280, -20.929, 39.603)  0.09
H (-17.131, -21.845, 33.822)  0.09
H (-15.938, -22.969, 34.622)  0.09
H (-15.696, -21.235, 34.589)  0.09
H (-19.709, -22.927, 36.203)  0.08
H (-19.734, -22.973, 34.410)  0.09
H (-21.072, -22.260, 35.345)  0.09
C (-21.007, -14.403, 37.810)  -0.07
O (-20.596, -15.331, 38.812)  -0.23
P (-21.590, -16.396, 39.419)  0.32
O (-22.606, -16.911, 38.509)  -0.22
O (-20.588, -17.474, 39.977)  -0.20
C (-19.586, -17.084, 40.932)  -0.08
O (-22.142, -15.660, 40.695)  -0.20
C (-23.359, -16.055, 41.308)  -0.09
H (-20.202, -14.351, 37.077)  0.06
H (-21.064, -13.404, 38.246)  0.09
H (-21.938, -14.646, 37.304)  0.10
H (-19.841, -17.501, 41.904)  0.09
H (-19.518, -16.002, 41.022)  0.07
H (-18.615, -17.453, 40.612)  0.08
H (-23.191, -16.316, 42.350)  0.09
H (-23.833, -16.890, 40.785)  0.08
H (-24.086, -15.242, 41.262)  0.09
C (-15.970, -7.371, 35.763)  -0.10
O (-15.357, -8.556, 36.255)  -0.19
P (-15.846, -9.206, 37.601)  0.30
O (-17.256, -9.059, 37.928)  -0.22
O (-15.356, -10.680, 37.434)  -0.20
C (-15.319, -11.566, 38.547)  -0.08
O (-14.875, -8.678, 38.735)  -0.21
C (-14.940, -7.315, 39.149)  -0.08
H (-16.797, -7.021, 36.386)  0.09
H (-16.330, -7.551, 34.755)  0.09
H (-15.246, -6.554, 35.786)  0.09
H (-14.303, -11.940, 38.679)  0.09
H (-15.955, -12.433, 38.353)  0.07
H (-15.663, -11.096, 39.468)  0.09
H (-14.705, -6.650, 38.313)  0.08
H (-14.219, -7.167, 39.944)  0.09
H (-15.941, -7.060, 39.502)  0.09
C (-17.850, -16.842, 37.681)  0.04
N (-17.299, -15.508, 38.024)  -0.40
O (-17.452, -15.078, 39.146)  0.06
O (-16.813, -14.855, 37.112)  0.04
H (-17.389, -17.278, 36.807)  0.06
H (-18.901, -16.642, 37.467)  0.10
H (-17.723, -17.433, 38.578)  0.08

Energy relative to the best compared isomer or geometry (same formula, charge and spin) (kJ/mol): 0.0
SMILES: CCOC(=O)C(F)(F)F.COP(=O)(OC)OC.COP(=O)(OC)OC.COP(=O)(OC)OC.COP(=O)(OC)OC.COP(=O)(OC)OC.COP(=O)(OC)OC.COP(=O)(OC)OC.C[N+](=O)[O-]
Kohn-Sham gap (eV): 10.9
HOMO (eV): -10.386